one) {"formula": "C17H39OP3SeYb", "method": "wB97M-V/def2-TZVPD", "molar_mass_g_mol": 604.42, "spin_multiplicity": 2, "charge": 3, "lumo_energy_ev": [-9.54, -11.19], "elements": ["Yb", "P", "P", "P", "H", "C", "C", "H", "C", "C", "C", "C", "C", "C", "C", "C", "C", "H", "H", "H", "H", "H", "H", "H", "H", "H", "H", "H", "H", "H", "H", "H", "H", "H", "H", "H", "H", "H", "H", "H", "H", "H", "H", "H", "H", "H", "C", "C", "C", "C", "C", "C", "Se", "H", "H", "H", "H", "H", "H", "O", "H", "H"], "xyz": [[0.43, -0.38, 1.02], [-2.94, 0.57, 1.84], [-1.71, -2.77, -0.35], [-0.97, 0.16, -1.61], [7.04, 3.43, 1.43], [6.47, 4.29, 1.02], [5.62, 5.03, 1.77], [5.54, 4.88, 2.86], [-2.65, -0.06, 3.48], [-4.28, -0.29, 1.00], [-3.13, 2.34, 1.80], [-0.80, -4.04, -1.30], [-2.38, -3.94, 0.89], [-3.17, -2.81, -1.44], [-0.03, 1.72, -1.63], [-2.60, 0.80, -2.17], [-0.42, -0.57, -3.18], [6.67, 4.55, -0.03], [5.13, 5.91, 1.33], [-1.62, 0.14, 3.83], [-2.85, -1.14, 3.54], [-3.35, 0.45, 4.16], [-4.19, -1.38, 1.17], [-4.25, -0.09, -0.09], [-5.23, 0.09, 1.41], [-2.40, 2.83, 2.45], [-4.12, 2.64, 2.17], [-3.05, 2.70, 0.77], [-1.47, -4.88, -1.54], [0.04, -4.40, -0.70], [-0.42, -3.60, -2.22], [-2.96, -4.72, 0.37], [-3.05, -3.41, 1.58], [-1.57, -4.41, 1.45], [-3.46, -3.87, -1.55], [-2.93, -2.42, -2.44], [-4.01, -2.26, -1.02], [-0.24, 2.21, -2.59], [1.04, 1.53, -1.54], [-0.35, 2.39, -0.82], [-2.43, 1.33, -3.12], [-3.02, 1.49, -1.43], [-3.30, -0.03, -2.35], [-0.54, 0.18, -3.98], [-1.00, -1.47, -3.43], [0.64, -0.85, -3.08], [3.33, -0.30, -0.68], [3.21, 0.61, 0.41], [3.96, 1.79, 0.44], [4.96, 2.00, -0.51], [5.18, 1.06, -1.53], [4.39, -0.08, -1.62], [2.07, -1.68, -0.85], [-1.87, 0.16, 0.97], [2.58, 0.40, 1.30], [3.76, 2.50, 1.26], [5.59, 2.89, -0.41], [6.00, 1.23, -2.24], [4.56, -0.82, -2.41], [0.27, -2.23, 2.48], [-0.57, -2.43, 2.96], [0.87, -2.97, 2.72]]}

***

two) {"formula": "C17H39OP3SeYb", "method": "wB97M-V/def2-TZVPD", "molar_mass_g_mol": 604.42, "spin_multiplicity": 2, "charge": 3, "lumo_energy_ev": [-9.18, -10.26], "elements": ["Yb", "P", "P", "P", "H", "C", "C", "H", "C", "C", "C", "C", "C", "C", "C", "C", "C", "H", "H", "H", "H", "H", "H", "H", "H", "H", "H", "H", "H", "H", "H", "H", "H", "H", "H", "H", "H", "H", "H", "H", "H", "H", "H", "H", "H", "H", "C", "C", "C", "C", "C", "C", "Se", "H", "H", "H", "H", "H", "H", "O", "H", "H"], "xyz": [[-1.66, 1.08, -2.87], [-1.65, -2.25, 1.84], [1.66, -0.07, 2.45], [1.44, -0.64, -0.44], [-3.50, 3.47, -3.86], [-3.51, 2.40, -4.12], [-3.99, 1.39, -3.40], [-4.28, 1.43, -2.34], [-2.92, -1.21, 2.60], [-1.15, -3.50, 3.05], [-2.52, -3.20, 0.53], [3.01, 1.11, 2.87], [0.61, 0.21, 3.94], [2.52, -1.59, 3.01], [0.72, -0.35, -2.10], [1.55, -2.49, -0.53], [3.19, -0.26, -0.84], [-3.31, 2.30, -5.20], [-4.18, 0.39, -3.81], [-3.29, -0.46, 1.87], [-2.53, -0.67, 3.47], [-3.80, -1.80, 2.93], [-0.86, -3.02, 3.99], [-0.29, -4.06, 2.67], [-1.99, -4.21, 3.23], [-3.32, -2.59, 0.06], [-2.97, -4.15, 0.90], [-1.78, -3.43, -0.26], [3.54, 0.72, 3.76], [2.59, 2.10, 3.07], [3.70, 1.17, 2.01], [1.25, 0.14, 4.84], [-0.18, -0.55, 3.99], [0.17, 1.22, 3.88], [3.02, -1.36, 3.96], [3.26, -1.87, 2.25], [1.79, -2.40, 3.14], [1.45, -0.71, -2.83], [0.62, 0.74, -2.24], [-0.22, -0.90, -2.24], [2.02, -2.76, -1.49], [0.53, -2.91, -0.48], [2.16, -2.88, 0.30], [3.44, -0.82, -1.75], [3.85, -0.57, -0.02], [3.29, 0.82, -1.02], [0.81, 2.83, -1.12], [-0.41, 3.29, -1.67], [-0.56, 3.41, -3.07], [0.46, 2.83, -3.85], [1.76, 2.76, -3.32], [1.95, 2.88, -1.94], [0.86, 2.03, 0.68], [-0.59, -1.37, 1.35], [-1.18, 3.63, -0.97], [-1.49, 3.81, -3.53], [0.31, 2.60, -4.92], [2.63, 2.67, -3.99], [2.95, 2.96, -1.50], [-1.69, 0.88, -0.71], [-2.28, 0.46, -0.03], [-0.98, 1.34, -0.15]]}

***

In terms of stability, one) leads; the second structure lies 0.0491 hartree higher.

***

one) {"formula": "C5H35NO13", "method": "wB97M-V/def2-TZVPD", "molar_mass_g_mol": 317.33, "lumo_energy_ev": -0.05, "elements": ["O", "C", "C", "C", "C", "C", "N", "H", "H", "H", "H", "H", "H", "H", "H", "H", "H", "H", "H", "H", "O", "H", "H", "O", "H", "H", "O", "H", "H", "O", "H", "H", "O", "H", "H", "O", "H", "H", "O", "H", "H", "O", "H", "H", "O", "H", "H", "O", "H", "H", "O", "H", "H", "O"], "xyz": [[-3.90, -0.20, 0.04], [-3.76, -0.44, -1.14], [-3.51, -1.87, -1.59], [-2.03, -2.17, -1.86], [-0.93, -1.47, -1.08], [1.44, -1.28, -1.32], [0.14, -0.86, -1.88], [-3.92, 0.33, -1.90], [-3.98, -2.53, -0.85], [-4.05, -2.12, -2.51], [-1.85, -2.08, -2.96], [-1.87, -3.25, -1.78], [-1.40, -0.62, -0.56], [-0.64, -2.08, -0.21], [1.56, -2.36, -1.20], [2.29, -1.14, -2.00], [1.58, -0.67, -0.43], [0.05, -1.10, -2.85], [0.83, 2.97, -2.74], [2.28, 3.48, -2.75], [1.44, 3.57, -3.22], [-0.35, 0.86, 3.58], [0.21, 0.49, 2.20], [-0.03, 0.12, 3.06], [3.98, -1.85, 2.58], [3.06, -1.43, 3.87], [3.88, -1.27, 3.34], [-1.03, 2.50, 1.47], [-2.06, 1.51, 0.81], [-1.15, 1.81, 0.76], [-0.15, 3.67, 3.54], [-1.06, 4.61, 2.69], [-0.75, 3.72, 2.77], [1.98, -0.08, 5.34], [0.97, -1.02, 4.21], [1.60, -0.87, 4.93], [-0.71, -4.23, 1.93], [-0.19, -2.77, 1.54], [-0.02, -3.57, 2.02], [2.43, 2.78, 3.86], [2.22, 3.96, 3.00], [1.77, 3.48, 3.69], [-0.24, -1.68, -5.13], [-1.38, -2.74, -5.01], [-0.54, -2.43, -4.62], [4.50, 0.16, 2.87], [3.98, 1.02, 1.70], [4.78, 0.84, 2.20], [-0.23, 1.99, -0.90], [-0.03, 0.95, -2.04], [-0.22, 1.90, -1.88], [-1.31, 1.02, -3.82], [-1.88, 1.62, -5.14], [-1.78, 0.82, -4.64]]}

***

two) {"formula": "C5H35NO13", "method": "wB97M-V/def2-TZVPD", "molar_mass_g_mol": 317.33, "lumo_energy_ev": 0.21, "elements": ["C", "C", "N", "C", "C", "C", "O", "H", "H", "H", "H", "H", "H", "H", "H", "H", "H", "H", "H", "H", "O", "H", "H", "O", "H", "H", "O", "H", "H", "O", "H", "H", "O", "H", "H", "O", "H", "H", "O", "H", "H", "O", "H", "H", "O", "H", "H", "O", "H", "H", "O", "H", "H", "O"], "xyz": [[-0.39, 2.80, -1.77], [-0.74, 3.12, -0.33], [-1.86, 2.51, 0.18], [-2.76, 1.60, -0.60], [-4.22, 1.97, -0.42], [-2.41, 3.01, 1.45], [-0.02, 3.79, 0.39], [0.17, 1.86, -1.66], [-1.16, 2.52, -2.49], [0.18, 3.59, -2.24], [-2.56, 1.62, -1.68], [-2.49, 0.62, -0.20], [-4.42, 3.03, -0.41], [-4.89, 1.57, -1.17], [-4.55, 1.61, 0.57], [-1.58, 3.60, 1.84], [-2.58, 2.16, 2.09], [-3.33, 3.55, 1.29], [0.64, 0.58, -2.93], [0.94, -0.57, -3.90], [0.30, 0.14, -3.71], [1.93, -2.41, 3.52], [2.30, -1.22, 4.29], [2.67, -2.08, 4.05], [-0.78, -1.65, -2.93], [-1.68, -1.88, -4.17], [-0.97, -2.25, -3.65], [2.35, -2.36, 0.82], [3.88, -1.74, 0.74], [2.94, -1.58, 0.64], [2.41, 1.37, -0.13], [2.11, -0.18, -0.26], [2.19, 0.66, -0.75], [1.55, -3.05, -1.95], [0.31, -3.93, -1.87], [1.25, -3.92, -1.66], [1.67, 3.33, 0.83], [2.59, 2.91, 1.99], [2.13, 2.56, 1.22], [-2.00, -4.02, 2.22], [-1.35, -2.69, 1.85], [-1.38, -3.63, 1.60], [-1.60, -0.56, 3.36], [-0.40, -0.83, 2.47], [-1.15, -1.28, 2.90], [3.84, -1.21, -2.81], [2.64, -0.41, -2.15], [2.92, -0.97, -2.89], [0.32, -3.64, 1.42], [1.17, -3.92, 0.11], [1.20, -3.54, 1.02], [1.38, 0.56, 1.85], [2.07, -0.77, 1.83], [1.22, -0.35, 2.17]]}

***

In terms of stability, two) leads; the second structure lies 0.0926 hartree higher.

***

one) {"formula": "C3H3FN2S", "method": "wB97M-V/def2-TZVPD", "molar_mass_g_mol": 118.14, "lumo_energy_ev": [-4.13, -4.13], "elements": ["C", "C", "C", "N", "N", "F", "S", "H", "H", "H"], "xyz": [[1.23, -1.98, -0.63], [-1.64, -0.58, -0.73], [0.00, 1.54, 0.61], [2.05, -1.43, 0.05], [0.29, -2.45, -1.24], [-1.82, -0.82, 0.55], [-0.70, 0.82, -1.03], [0.93, 1.91, 0.10], [0.20, 0.62, 1.12], [-0.54, 2.37, 1.20]]}

***

two) {"formula": "C3H3FN2S", "method": "wB97M-V/def2-TZVPD", "molar_mass_g_mol": 118.14, "lumo_energy_ev": -0.26, "elements": ["F", "C", "C", "N", "N", "C", "S", "H", "H", "H"], "xyz": [[0.40, 1.85, -0.33], [0.59, 0.75, 0.48], [1.88, 0.07, 0.05], [1.70, -1.10, -0.21], [0.31, -1.43, 0.00], [-0.46, -0.31, 0.13], [-2.09, -0.08, -0.04], [0.71, 1.12, 1.48], [2.93, 0.63, -0.15], [0.03, -2.47, -0.13]]}

***

In terms of stability, two) leads; the second structure lies 0.2048 hartree higher.

***

one) {"formula": "C5H5N5", "method": "wB97M-V/def2-TZVPD", "molar_mass_g_mol": 135.13, "lumo_energy_ev": [-0.50, -0.50], "elements": ["H", "N", "C", "N", "C", "C", "N", "C", "N", "C", "N", "H", "H", "H", "H"], "xyz": [[4.40, -0.99, -0.75], [3.41, -1.17, -1.04], [2.45, -0.68, -0.53], [2.22, -0.12, 0.60], [1.02, -0.44, -0.17], [-0.26, -0.15, -0.20], [-1.19, -0.66, -1.03], [-2.45, -0.26, -0.68], [-2.36, 0.48, 0.42], [-1.12, 0.55, 0.80], [-0.76, 1.34, 1.80], [-0.98, -1.30, -1.82], [-3.29, -0.15, -1.29], [0.29, 1.34, 1.90], [-1.38, 2.20, 2.00]]}

***

two) {"formula": "C5H5N5", "method": "wB97M-V/def2-TZVPD", "molar_mass_g_mol": 135.13, "lumo_energy_ev": 0.68, "elements": ["N", "C", "N", "C", "N", "C", "N", "N", "C", "C", "H", "H", "H", "H", "H"], "xyz": [[1.82, -1.59, -0.11], [1.12, -0.44, -0.15], [1.84, 0.61, -0.02], [1.20, 1.82, 0.00], [-0.08, 2.12, -0.13], [-0.77, 0.93, -0.22], [-2.11, 0.77, -0.14], [-2.60, -0.49, 0.05], [-1.50, -1.20, -0.09], [-0.26, -0.40, -0.20], [1.26, -2.47, 0.11], [2.76, -1.51, 0.34], [1.90, 2.69, 0.09], [-2.91, 1.46, 0.55], [-1.66, -2.31, -0.08]]}

***

In terms of stability, two) leads; the second structure lies 0.0967 hartree higher.